(1)
{
  "formula": "C54H76AsCl2GeN4P3SSn",
  "method": "the ωB97M-V functional and the def2-TZVPD basis",
  "elements": ["Sn", "C", "C", "C", "P", "C", "N", "Ge", "N", "C", "P", "C", "C", "C", "C", "C", "C", "C", "C", "C", "C", "C", "C", "N", "C", "C", "C", "C", "C", "C", "C", "C", "C", "C", "C", "C", "N", "C", "P", "C", "C", "C", "C", "C", "C", "C", "C", "C", "H", "H", "H", "H", "H", "H", "H", "H", "H", "H", "H", "H", "H", "H", "H", "H", "H", "H", "H", "H", "H", "H", "H", "H", "H", "H", "H", "H", "H", "H", "H", "H", "H", "H", "H", "H", "H", "H", "H", "H", "H", "H", "H", "H", "H", "H", "H", "H", "H", "H", "H", "H", "H", "H", "H", "H", "H", "H", "H", "H", "Cl", "C", "C", "C", "C", "C", "Cl", "C", "S", "H", "H", "H", "C", "As", "C", "C", "C", "C", "C", "C", "C", "C", "H", "H", "H", "H", "H", "H", "H", "H", "H", "H", "H", "H", "H"],
  "positions_angstrom": [[1.22, 0.89, 0.28], [4.97, -1.92, 2.26], [3.75, -1.54, 1.41], [4.04, -1.66, -0.08], [3.06, 0.10, 1.89], [2.10, -0.30, 3.39], [0.92, -1.10, 3.14], [-0.24, -0.99, 1.65], [-0.72, -2.24, 0.28], [-0.25, -2.11, -1.06], [-1.62, -1.79, -2.28], [-2.60, -3.27, -2.70], [-3.91, -2.93, -3.43], [-1.81, -4.29, -3.53], [-0.84, -0.97, -3.71], [0.43, -1.72, -4.14], [-1.79, -0.74, -4.88], [-0.98, -3.54, 0.76], [-0.94, -4.70, -0.01], [-1.18, -5.94, 0.58], [-1.45, -6.03, 1.94], [-1.51, -4.87, 2.70], [-1.30, -3.64, 2.11], [-1.40, -2.36, 2.81], [-0.82, -2.40, 4.15], [-1.46, -2.97, 5.23], [-0.81, -3.05, 6.45], [0.48, -2.55, 6.56], [1.10, -1.92, 5.49], [0.45, -1.82, 4.26], [-2.75, -1.78, 2.78], [-3.87, -2.52, 3.10], [-5.11, -1.91, 3.16], [-5.20, -0.55, 2.89], [-4.09, 0.18, 2.52], [-2.83, -0.43, 2.44], [-1.66, 0.19, 2.00], [-1.71, 1.58, 1.62], [-0.14, 2.48, 1.91], [-0.27, 4.11, 1.03], [0.70, 4.24, -0.14], [-1.69, 4.46, 0.59], [-0.05, 2.82, 3.74], [-0.76, 4.13, 4.10], [-0.65, 1.68, 4.57], [4.39, 1.23, 2.46], [5.32, 1.59, 1.31], [3.81, 2.50, 3.08], [5.24, -2.95, 2.05], [4.78, -1.85, 3.33], [5.83, -1.30, 2.02], [2.93, -2.22, 1.66], [4.89, -1.05, -0.37], [3.18, -1.36, -0.69], [4.28, -2.69, -0.33], [1.86, 0.64, 3.90], [2.81, -0.83, 4.03], [0.35, -2.95, -1.42], [0.37, -1.20, -1.16], [-2.84, -3.67, -1.71], [-3.75, -2.83, -4.50], [-4.40, -2.03, -3.07], [-4.61, -3.76, -3.27], [-1.64, -3.92, -4.53], [-2.42, -5.19, -3.62], [-0.85, -4.58, -3.10], [-0.55, 0.00, -3.29], [0.23, -2.76, -4.41], [1.20, -1.71, -3.37], [0.83, -1.24, -5.03], [-1.99, -1.67, -5.41], [-1.33, -0.05, -5.58], [-2.75, -0.31, -4.57], [-0.70, -4.67, -1.06], [-1.14, -6.83, -0.03], [-1.61, -6.99, 2.40], [-1.69, -4.95, 3.76], [-2.47, -3.33, 5.14], [-1.30, -3.49, 7.30], [1.01, -2.61, 7.51], [2.08, -1.50, 5.66], [-3.78, -3.59, 3.28], [-5.99, -2.48, 3.42], [-6.16, -0.05, 2.95], [-4.22, 1.22, 2.26], [-2.50, 2.11, 2.16], [-1.93, 1.72, 0.55], [0.03, 4.84, 1.79], [0.42, 3.56, -0.96], [1.73, 4.03, 0.16], [0.67, 5.25, -0.53], [-2.41, 4.46, 1.41], [-2.05, 3.78, -0.18], [-1.69, 5.46, 0.16], [1.02, 2.93, 3.97], [-1.78, 4.16, 3.71], [-0.23, 5.02, 3.79], [-0.85, 4.17, 5.19], [-1.74, 1.70, 4.52], [-0.37, 1.84, 5.62], [-0.32, 0.69, 4.28], [4.94, 0.67, 3.22], [4.78, 2.13, 0.54], [5.80, 0.72, 0.86], [6.11, 2.24, 1.68], [3.11, 3.00, 2.40], [4.62, 3.19, 3.30], [3.29, 2.30, 4.02], [-2.15, 2.16, -2.76], [-3.76, 1.50, -2.63], [-4.79, 2.20, -3.22], [-6.09, 1.73, -3.08], [-6.35, 0.59, -2.34], [-5.30, -0.11, -1.76], [-5.68, -1.50, -0.81], [-3.98, 0.31, -1.93], [-2.68, -0.49, -1.03], [-4.58, 3.10, -3.78], [-6.90, 2.28, -3.54], [-7.36, 0.24, -2.21], [3.83, -0.36, -3.35], [2.58, 0.91, -2.57], [3.84, 2.32, -2.12], [1.65, 1.56, -4.20], [2.35, 2.75, -4.80], [3.29, 2.57, -5.80], [3.96, 3.67, -6.33], [3.68, 4.95, -5.86], [2.73, 5.12, -4.87], [2.07, 4.03, -4.34], [4.31, 0.14, -4.19], [3.31, -1.25, -3.72], [4.59, -0.66, -2.63], [4.30, 2.70, -3.04], [4.60, 1.87, -1.49], [3.35, 3.14, -1.60], [0.61, 1.78, -3.95], [1.68, 0.70, -4.87], [3.50, 1.58, -6.19], [4.69, 3.53, -7.12], [4.19, 5.80, -6.28], [2.51, 6.12, -4.51], [1.32, 4.17, -3.56]],
  "multiplicity": 2,
  "orbital_gap_ev": [7.4, 4.9],
  "max_force_ev_per_a": 0.73,
  "homo_ev": [-14.206, -14.213],
  "lumo_ev": [-6.823, -9.304],
  "total_charge": 3
}

---

(2)
{
  "formula": "C4H7NO2",
  "method": "the ωB97M-V functional and the def2-TZVPD basis",
  "elements": ["H", "N", "C", "C", "O", "C", "C", "O", "H", "H", "H", "H", "H", "H"],
  "positions_angstrom": [[-1.19, 1.90, 0.87], [-0.44, 1.21, 0.92], [-0.78, 0.14, 0.32], [-2.05, -0.13, -0.44], [0.07, -0.91, 0.26], [1.42, -0.63, 0.58], [2.06, 0.04, -0.63], [3.13, 0.59, -0.61], [-2.93, 0.10, 0.16], [-2.06, 0.50, -1.33], [-2.08, -1.18, -0.76], [1.51, 0.01, 1.46], [1.91, -1.59, 0.76], [1.44, -0.04, -1.55]],
  "multiplicity": 1,
  "orbital_gap_ev": 10.7,
  "max_force_ev_per_a": 0.53,
  "homo_ev": -9.896,
  "smiles": "[H]/N=C(\\C)OCC=O",
  "lumo_ev": 0.815,
  "relative_energy_kcal_mol": 33.8
}

---

(3)
{
  "formula": "C4H6FN2O2",
  "method": "the ωB97M-V functional and the def2-TZVPD basis",
  "elements": ["O", "C", "O", "C", "N", "F", "H", "H", "H", "C", "C", "N", "H", "H", "H"],
  "positions_angstrom": [[-1.09, 0.87, 1.27], [0.09, 0.70, 0.93], [0.61, -0.29, 0.37], [1.08, 1.89, 1.21], [0.78, 2.95, 0.27], [1.92, 3.85, 0.31], [0.93, 2.27, 2.22], [2.10, 1.53, 1.10], [0.91, 2.56, -0.66], [-0.90, -2.56, -0.91], [-1.98, -3.06, -1.75], [-2.82, -3.46, -2.42], [-0.82, -3.15, 0.00], [0.05, -2.61, -1.44], [-1.05, -1.52, -0.60]],
  "multiplicity": 1,
  "orbital_gap_ev": 8.7,
  "max_force_ev_per_a": 0.22,
  "homo_ev": -4.956,
  "lumo_ev": 3.742,
  "relative_energy_kcal_mol": 0.0,
  "total_charge": -1
}